Record 1
ORCA calculation (ωB97M-V with the def2-TZVPD basis set) on a cluster of 2 separate species, C2HF2N4 in total.

Its HOMO-LUMO gap is 9.27 eV. As for the maximum force: 4.789 eV/A. As for the HOMO energy: -0.190 hartree. The charge is -1. The total energy is -13483.7222 eV. As for the relative energy (zero: lowest compared OMol25 entry of this formula, charge and spin): 17.7 kJ/mol.

Geometry as XYZ:
```
9
C2HF2N4, DFT ωB97M-V with the def2-TZVPD basis set
C 1.5569 0.8032 0.0671
C 0.7468 -1.0704 -0.2692
N 2.7009 2.4915 -0.1534
N 2.0398 1.6430 -0.8645
N 1.8654 1.0835 1.2999
N 2.6457 2.1953 1.1035
F -0.6207 -1.0312 -0.5374
F 0.8940 -1.6745 0.9554
H 1.1257 -1.6230 -1.1678
```

---

Record 2
ORCA calculation (ωB97M-V with the def2-TZVPD basis set) on a structure of composition C8H20KN6O3.

Its HOMO-LUMO gap is 6.66 eV. As for the maximum force: 3.084 eV/A. As for the HOMO energy: -0.148 hartree. The charge is -1. The total energy is -40025.2049 eV. As for the relative energy (zero: lowest compared OMol25 entry of this formula, charge and spin): 0.0 kJ/mol.

Geometry as XYZ:
```
38
C8H20KN6O3, DFT ωB97M-V with the def2-TZVPD basis set
K -1.6512 -1.4376 -0.6657
N -5.7184 -0.4898 0.8567
C -4.2614 -0.3444 0.6584
O -3.6302 -1.3623 0.1318
C -3.6402 0.5387 1.7281
C -3.9059 1.0976 0.3457
H -5.8633 -1.4076 1.2695
H -6.1427 -0.5379 -0.0666
H -2.6029 0.3637 1.9915
H -4.2534 0.9058 2.5391
H -3.0419 1.2918 -0.2804
H -4.7073 1.8157 0.2436
N 1.1880 -2.3158 2.0068
N 2.3228 -1.9876 1.2343
C 2.1392 -1.2111 -0.0194
N 3.3299 -1.5434 -0.7787
N 0.9160 -1.6714 -0.5972
N 0.7380 -1.5911 -1.8361
O 1.5312 -1.1008 -2.6423
O -0.3356 -2.0324 -2.2691
H 0.6829 -3.0206 1.4787
H 0.5486 -1.5195 2.1165
H 2.9825 -1.4949 1.8318
H 4.0597 -0.8618 -0.6176
H 3.1028 -1.5513 -1.7687
C 1.3573 2.6661 -0.0577
C 1.7054 1.3276 -0.7138
C 2.8613 1.5264 -1.6907
C 2.0256 0.2977 0.3743
H 1.1719 3.4215 -0.8213
H 2.1816 3.0071 0.5699
H 0.4646 2.5738 0.5590
H 0.8322 0.9854 -1.2815
H 3.7791 1.7910 -1.1637
H 2.6227 2.3237 -2.3938
H 3.0131 0.6194 -2.2640
H 1.2285 0.3486 1.1267
H 2.9680 0.5783 0.8646
```

---

Record 3
ORCA calculation (ωB97M-V with the def2-TZVPD basis set) on a cluster of 2 separate species, C3H4F3N in total.

Its HOMO-LUMO gap (alpha / beta) is 8.33 / 9.42 eV. As for the maximum force: 2.883 eV/A. As for the HOMO energy (alpha / beta): -0.300 / -0.336 hartree. The total energy is -12812.7903 eV. As for the relative energy (zero: lowest compared OMol25 entry of this formula, charge and spin): 502.0 kJ/mol.

Geometry as XYZ:
```
11
C3H4F3N, DFT ωB97M-V with the def2-TZVPD basis set
C -0.1174 -0.2432 -0.4883
C -2.3451 -0.6590 0.5400
C 2.6013 0.9975 -0.1693
N -0.9730 -0.2720 0.3378
F 0.1418 -0.5346 -1.7396
F 2.7458 1.0285 1.1864
F 3.2520 -0.1312 -0.5579
H -2.8192 -1.0667 -0.4035
H -2.9743 0.2993 0.5631
H -2.5037 -1.3660 1.4862
H 2.9918 1.9472 -0.7549
```

---

Record 4
ORCA calculation (ωB97M-V with the def2-TZVPD basis set) on a structure of composition C38H36CrN5O5.

Its HOMO-LUMO gap (alpha / beta) is 6.78 / 6.58 eV. As for the maximum force: 1.186 eV/A. The spin multiplicity is 4. As for the HOMO energy (alpha / beta): -0.247 / -0.248 hartree. The total energy is -86099.3374 eV. As for the relative energy (zero: lowest compared OMol25 entry of this formula, charge and spin): 21.8 kJ/mol.

Geometry as XYZ:
```
85
C38H36CrN5O5, DFT ωB97M-V with the def2-TZVPD basis set
Cr -0.2356 0.0235 0.2254
O -1.6960 -1.2609 0.1975
C -2.0090 -2.1178 1.0887
C -2.7377 -3.2737 0.7165
C -2.9697 -4.2811 1.6123
C -2.5277 -4.1745 2.9352
C -1.8991 -3.0294 3.3543
C -1.6298 -1.9758 2.4638
C -1.0155 -0.7844 2.9310
N -0.6187 0.2063 2.1882
C -0.1102 1.3750 2.8688
C 0.7709 2.1412 1.8731
N 1.2825 1.2034 0.9026
C 2.5644 0.9635 0.9369
C 3.2833 0.3591 -0.1170
C 4.5714 -0.1732 0.0597
C 5.2476 -0.7687 -0.9726
C 4.6515 -0.8322 -2.2419
C 3.4380 -0.2546 -2.4752
C 2.6853 0.3763 -1.4362
O 1.5667 0.9032 -1.6528
H -3.0592 -3.3341 -0.3131
H -3.4906 -5.1694 1.2873
H -2.7023 -4.9895 3.6202
H -1.5868 -2.9246 4.3847
H -0.8871 -0.7056 4.0162
H 0.4749 1.0818 3.7538
H -0.9466 2.0000 3.2111
H 1.5833 2.6632 2.3978
H 0.1800 2.8772 1.3170
H 3.1363 1.2874 1.8153
H 5.0117 -0.1534 1.0484
H 6.2317 -1.1898 -0.8226
H 5.1612 -1.3626 -3.0357
H 2.9806 -0.2841 -3.4545
C 1.3385 -1.2369 -6.6870
O 0.5700 -2.3648 -6.3135
C -0.7602 -2.0568 -6.0766
C -1.7123 -2.3167 -7.0488
C -3.0489 -2.0413 -6.8109
C -3.4238 -1.4854 -5.5995
C -2.4815 -1.2304 -4.6201
C -1.1340 -1.5107 -4.8388
N -0.1519 -1.3408 -3.8627
C -0.3479 -0.6533 -2.6776
N -0.9194 0.5457 -2.8668
C -1.4884 1.4729 -2.0039
C -1.4154 1.4251 -0.6149
C -2.1471 2.3791 0.0835
C -2.8351 3.3978 -0.5528
C -2.8654 3.4620 -1.9380
C -2.2209 2.4807 -2.6665
O -2.2603 2.4011 -4.0544
C -3.5428 2.4852 -4.6372
N 0.0606 -1.0544 -1.5160
C 0.4351 -2.3563 -1.2058
C 1.4288 -2.5226 -0.2369
C 1.8129 -3.7731 0.2117
C 1.2056 -4.9026 -0.3040
C 0.2051 -4.7672 -1.2536
C -0.2029 -3.5183 -1.7046
O -1.2333 -3.3370 -2.5866
C -1.7557 -4.4513 -3.2687
H 2.3737 -1.5645 -6.7191
H 1.2284 -0.4263 -5.9641
H 1.0389 -0.8773 -7.6750
H -1.3920 -2.7510 -7.9844
H -3.7931 -2.2718 -7.5589
H -4.4640 -1.2695 -5.4013
H -2.7977 -0.8601 -3.6589
H 0.5908 -2.0272 -3.8780
H -1.0395 0.8264 -3.8356
H -2.2064 2.3186 1.1606
H -3.3655 4.1432 0.0215
H -3.3893 4.2677 -2.4306
H -3.4335 2.1223 -5.6574
H -3.9244 3.5088 -4.6606
H -4.2599 1.8567 -4.1016
H 1.9384 -1.6389 0.1300
H 2.5944 -3.8609 0.9519
H 1.4993 -5.8869 0.0324
H -0.2721 -5.6566 -1.6326
H -2.4411 -4.0391 -4.0105
H -2.3084 -5.1279 -2.6081
H -0.9602 -5.0124 -3.7720
```

---

Record 5
ORCA calculation (ωB97M-V with the def2-TZVPD basis set) on a structure of composition C27H39BrClGdN6O3.

Its HOMO-LUMO gap (alpha / beta) is 4.65 / 7.52 eV. As for the maximum force: 2.645 eV/A. The spin multiplicity is 8. As for the HOMO energy (alpha / beta): -0.476 / -0.476 hartree. The charge is +2. The total energy is -147102.7284 eV.

Geometry as XYZ:
```
78
C27H39BrClGdN6O3, DFT ωB97M-V with the def2-TZVPD basis set
Gd 0.8444 2.9655 -0.0203
N 1.2112 5.3513 1.0529
C 2.6361 5.6665 0.7629
C 3.6153 4.6101 1.2661
N 2.9750 3.3067 1.5827
C 3.8573 2.1381 1.4256
C 4.0911 1.7321 -0.0211
N 2.8875 1.6014 -0.8500
H 0.6187 6.0224 0.5617
H 1.0255 5.4628 2.0446
H 3.0169 6.5956 1.1825
H 2.7978 5.7820 -0.3210
H 4.1658 5.0271 2.1406
H 4.3820 4.4592 0.4885
H 2.6367 3.3318 2.5531
H 3.4328 1.2695 1.9367
H 4.8594 2.3620 1.8309
H 4.6562 0.7842 -0.0013
H 4.7742 2.4496 -0.4817
H 2.6052 0.6204 -0.8576
H 3.1331 1.8190 -1.8261
Br 0.1417 1.4565 -3.2196
C -1.3368 2.5783 -3.6709
C -2.1595 2.2027 -4.7408
C -3.2805 2.9555 -5.0152
C -3.5206 4.0985 -4.2562
C -2.6571 4.5336 -3.2669
C -1.5448 3.7504 -2.9402
C -0.6471 3.9442 -1.7575
O 0.6057 4.0463 -1.9229
O -1.1965 3.8246 -0.6102
H -1.8378 1.3363 -5.3224
H -4.0001 2.6171 -5.7666
H -4.3935 4.7170 -4.4167
H -2.8077 5.4883 -2.7660
C -0.9092 -2.6545 2.5404
C -2.2078 -3.3427 2.0651
C -3.3138 -2.7270 2.9626
C -2.0026 -4.8088 2.4474
C -2.5890 -3.1384 0.5037
O -3.8644 -3.6950 0.3185
C -1.6141 -3.9677 -0.4943
C -0.3738 -3.3045 -1.1714
C 0.9653 -3.5651 -0.5547
C 1.2703 -4.8119 -0.0071
C 2.4955 -5.0158 0.6142
C 3.4812 -4.0120 0.5936
Cl 4.8012 -4.0641 1.6701
C 3.2486 -2.8632 -0.1945
C 2.0035 -2.6337 -0.7834
C -2.8457 -1.6308 0.0417
N -2.0030 -0.5048 0.5049
C -0.9197 0.0746 -0.0212
N -0.6395 1.2274 0.6037
C -1.6307 1.3120 1.5389
N -2.4753 0.3039 1.5048
H -0.7926 -3.0055 3.5583
H -1.0426 -1.5670 2.4860
H -0.0092 -2.9382 2.0087
H -3.1026 -2.9423 4.0103
H -4.3258 -3.0373 2.6744
H -3.2678 -1.6437 2.8531
H -1.9818 -4.8866 3.5318
H -1.0228 -5.2072 2.1039
H -2.8211 -5.4651 2.0886
H -3.7789 -4.5603 -0.1172
H -2.2813 -4.2410 -1.3486
H -1.3860 -4.9243 -0.0066
H -0.4736 -2.2339 -1.2971
H -0.3764 -3.6810 -2.2354
H 0.5404 -5.6246 0.0185
H 2.7090 -5.9729 1.1338
H 4.0820 -2.1748 -0.3169
H 1.8165 -1.7662 -1.3815
H -3.8213 -1.3713 0.4708
H -2.9493 -1.5996 -1.0709
H -0.3954 -0.3770 -0.8508
H -1.7837 2.1354 2.2260
```

---

Record 6
ORCA calculation (ωB97M-V with the def2-TZVPD basis set) on a cluster of 3 separate species, C6H14O2 in total.

Its HOMO-LUMO gap is 8.96 eV. As for the maximum force: 1.739 eV/A. As for the HOMO energy: -0.306 hartree. The total energy is -10542.2837 eV. As for the relative energy (zero: lowest compared OMol25 entry of this formula, charge and spin): 225.1 kJ/mol. As for the SMILES: C/C=C/C=C/C.O.O.

Geometry as XYZ:
```
22
C6H14O2, DFT ωB97M-V with the def2-TZVPD basis set
C 1.5577 0.5488 1.6454
C 1.2911 -0.3412 0.4786
C 0.2887 -1.2054 0.3557
C -0.0703 -2.0056 -0.8208
C -1.1217 -2.8167 -0.8387
C -1.6296 -3.4229 -2.1105
H 0.7280 0.8300 2.2954
H 2.2271 1.3312 1.3088
H 2.0184 0.1259 2.5492
H 2.0651 -0.2270 -0.2754
H -0.3749 -1.3648 1.2033
H 0.5722 -1.7882 -1.6617
H -1.8102 -2.8943 -0.0016
H -2.5172 -2.9104 -2.4905
H -0.8993 -3.5703 -2.8979
H -1.9876 -4.4575 -1.9749
O -2.5727 4.0556 3.2419
H -2.6181 3.0958 3.1971
H -3.4678 4.2988 3.5025
O 2.8719 4.3383 -2.5890
H 3.4651 4.0426 -1.8943
H 1.9841 4.3374 -2.2226
```

---

Among the records above, which one has the lowest maximum force? C38H36CrN5O5